20
Properties=species:S:1:pos:R:3:nbo_charge:R:1 method="wB97M-V/def2-TZVPD" e_above_lowest_ev=7.198 e_homo_ev="-8.3 / -8.3" gap_ev="7.005 / 7.009" energy_ha=-650.652204
C -2.20 0.85 -0.24 -0.025
H -1.76 -2.63 -2.58 0.217
C -2.28 1.84 0.88 -0.620
C -1.15 -1.77 -2.47 -0.395
H 2.77 0.60 2.21 0.248
C -1.19 -0.04 -0.64 -0.035
H 2.79 1.20 0.74 0.238
H -2.67 2.70 0.34 0.234
H -2.97 1.51 1.58 0.215
H 0.55 -1.51 1.40 -0.147
C 2.19 0.70 1.36 -1.096
N -3.11 0.79 -1.19 -0.262
Si 1.57 -0.91 0.57 1.061
H 2.57 -1.69 -0.36 -0.130
H -0.87 -1.39 -3.56 0.207
H -1.40 1.88 1.31 0.202
N -2.83 -0.09 -2.15 -0.104
N -1.61 -0.62 -1.81 -0.277
H 1.24 1.22 1.73 0.265
H -0.25 -2.21 -1.97 0.206

---

61
Properties=species:S:1:pos:R:3:nbo_charge:R:1 method="wB97M-V/def2-TZVPD" e_above_lowest_ev=0.000 e_homo_ev=-18.6 gap_ev=6.109 energy_ha=-1583.051391 total_charge=+3
H -0.52 1.65 3.25 0.233
H 3.23 2.86 -1.67 0.222
H 2.84 -4.03 -3.03 0.269
O 2.23 1.50 -0.44 -0.577
C 2.84 1.79 0.80 -0.106
O 0.85 0.87 1.97 -0.546
H -2.49 3.66 0.27 0.249
H -2.46 -4.24 0.59 0.272
C 2.17 -3.51 -2.34 0.123
C -1.86 -4.07 1.49 -1.175
H 2.74 0.98 2.81 0.237
H 1.95 1.35 -3.13 0.186
H 3.03 -1.58 -2.80 0.270
H -2.52 -4.26 2.34 0.300
H -3.36 -1.18 0.87 0.261
H -0.83 3.80 2.20 0.249
H -0.49 1.00 -3.96 0.225
H 0.64 3.63 1.19 0.211
C 1.42 2.13 -2.58 -0.084
O 0.19 1.61 -2.07 -0.592
C 0.41 -3.64 -0.74 -0.037
C -0.17 3.09 1.68 -0.089
H 2.51 -0.22 1.52 0.212
H 0.17 -1.13 3.33 0.252
H 1.53 -0.37 -1.24 0.258
O -1.98 0.53 -0.96 -0.535
C -1.90 2.90 -0.24 -0.091
H -2.73 0.28 -2.87 0.238
C 1.46 -1.44 -1.37 -0.012
C 2.21 2.58 -1.37 -0.080
Pt -0.43 0.44 0.39 1.115
H -3.51 -1.68 2.55 0.294
H 1.25 2.98 -3.25 0.221
H -1.29 -0.66 -2.44 0.200
H 3.93 1.67 0.75 0.230
C 0.49 -2.18 -0.55 0.130
O -0.92 2.36 0.69 -0.566
H -3.43 1.96 -1.45 0.248
H -0.33 -4.19 -0.18 0.263
H -0.61 -2.56 4.01 0.293
Si -1.34 -2.31 1.73 1.772
N -0.27 -1.56 0.30 -0.592
H 1.17 -5.34 -1.77 0.284
C 1.23 -4.27 -1.62 -0.246
H 1.07 2.44 3.34 0.249
H -1.05 -4.80 1.55 0.263
H -3.39 1.41 0.24 0.236
H 2.65 2.83 1.11 0.189
C 2.31 0.81 1.82 -0.077
C 0.31 2.04 2.67 -0.101
C -1.75 0.32 -2.39 -0.074
H 0.77 -2.76 2.94 0.264
H -1.37 3.33 -1.09 0.223
C -0.13 -2.16 3.11 -1.145
H -2.62 -0.21 2.17 0.244
C -2.78 1.72 -0.61 -0.103
H -1.39 2.32 -3.21 0.199
H 1.74 3.46 -0.91 0.176
C -0.86 1.39 -3.00 -0.109
C -2.83 -1.22 1.82 -1.157
C 2.28 -2.11 -2.22 -0.262

---

39
Properties=species:S:1:pos:R:3:nbo_charge:R:1 method="wB97M-V/def2-TZVPD" e_homo_ev=-2.3 gap_ev=4.359 energy_ha=-2713.563539 total_charge=-1
C -1.66 -2.62 0.92 -0.181
O -1.47 -0.48 -0.09 -0.843
C -3.87 -3.56 1.21 -0.280
C 2.39 1.08 -1.00 0.232
S -3.79 2.35 0.81 -0.686
H 0.15 -3.78 1.24 0.160
N 0.60 -1.84 0.74 -0.598
S -0.04 0.27 2.85 -0.586
C -2.51 -3.66 1.36 -0.173
H 3.55 -1.15 -0.61 0.189
H -4.01 -0.53 -0.34 0.257
C -0.24 -2.78 1.00 0.211
H -2.07 -4.53 1.84 0.196
H 2.12 -1.74 -1.48 0.196
O -0.08 1.79 0.10 -0.821
S -1.36 1.85 3.07 -0.114
H -4.51 -4.35 1.57 0.202
H 0.72 6.09 -0.78 0.209
C 1.04 5.06 -0.84 -0.154
H 2.52 -1.71 1.53 0.211
H -5.49 -2.36 0.45 0.207
C 1.91 2.42 -0.98 -0.287
C -2.22 -1.47 0.32 0.419
H 2.26 -3.14 0.49 0.187
C 0.25 4.07 -0.32 -0.292
Al 0.05 0.12 0.54 1.793
C 2.46 -1.24 -0.57 -0.222
C 2.01 -2.08 0.63 -0.230
N 1.81 0.05 -0.45 -0.614
C 2.69 3.45 -1.53 -0.133
C -3.61 -1.41 0.13 -0.252
C -4.41 -2.43 0.58 -0.162
H 3.34 0.91 -1.51 0.164
C 0.66 2.73 -0.38 0.526
S -3.29 1.34 2.46 -0.098
H 3.63 3.21 -2.02 0.196
H -0.71 4.28 0.14 0.258
C 2.27 4.76 -1.46 -0.295
H 2.88 5.55 -1.87 0.204